The following is a DFT calculation (wB97M-V/def2-TZVPD) of a molecular structure, C30H43Cl3NO4P2W.

Element x y z (Å)
W (-0.28871, -0.79042, -0.24099)
C (-4.60694, -0.10460, -1.36289)
C (-3.42734, 0.43156, -2.17279)
C (-2.98736, -0.57677, -3.23347)
P (-2.02693, 0.88364, -1.07701)
C (-2.68287, 2.10081, 0.14059)
C (-3.49961, 3.20153, -0.53626)
C (-1.55041, 2.71023, 0.96984)
C (-0.83012, 1.79635, -2.08271)
C (-1.13533, 2.55389, -3.20759)
C (-0.14075, 3.17856, -3.95055)
C (-0.47593, 4.01990, -5.15084)
C (1.17936, 3.00766, -3.54106)
C (1.50579, 2.25264, -2.42740)
C (0.50041, 1.64887, -1.68191)
N (0.78086, 0.82426, -0.55282)
C (1.87890, 1.16006, 0.29058)
C (2.21305, 2.48306, 0.55456)
C (3.25427, 2.77612, 1.41907)
C (3.98687, 1.77408, 2.04738)
C (5.09651, 2.09970, 3.00819)
C (3.63634, 0.45560, 1.78258)
C (2.59177, 0.13660, 0.92244)
P (2.02494, -1.54553, 0.56595)
C (3.28062, -2.25764, -0.57012)
C (3.46847, -1.34790, -1.78530)
C (2.92132, -3.68369, -0.98408)
C (2.03870, -2.49001, 2.14960)
C (0.97006, -3.58576, 2.12822)
C (3.39766, -3.07661, 2.53326)
H (-5.44952, -0.29005, -2.03007)
H (-4.94223, 0.58755, -0.58971)
H (-4.35195, -1.04953, -0.88052)
H (-3.73287, 1.35840, -2.66651)
H (-2.78899, -1.54419, -2.76738)
H (-2.09387, -0.25566, -3.76881)
H (-3.78992, -0.72275, -3.95782)
H (-3.33055, 1.51716, 0.80085)
H (-2.88534, 3.75762, -1.24807)
H (-3.84354, 3.90913, 0.21950)
H (-4.37936, 2.82434, -1.05701)
H (-0.90327, 3.32186, 0.33708)
H (-0.93477, 1.96466, 1.47178)
H (-1.97864, 3.36181, 1.73247)
H (-2.16674, 2.65922, -3.52579)
H (-1.46553, 3.78140, -5.53832)
H (0.24838, 3.86994, -5.95093)
H (-0.46635, 5.08106, -4.89503)
H (1.97479, 3.46631, -4.11649)
H (2.54148, 2.12625, -2.14168)
H (1.65767, 3.28513, 0.08746)
H (3.49774, 3.81342, 1.61496)
H (5.46493, 3.11283, 2.85603)
H (5.93453, 1.41246, 2.89240)
H (4.74826, 2.02458, 4.03997)
H (4.19350, -0.33403, 2.27091)
H (4.21341, -2.27635, 0.00301)
H (2.54150, -1.24608, -2.35375)
H (4.22508, -1.77719, -2.44379)
H (3.80266, -0.35173, -1.49496)
H (1.97139, -3.71354, -1.52016)
H (2.84291, -4.36169, -0.13492)
H (3.69056, -4.07473, -1.65139)
H (1.75016, -1.73424, 2.88757)
H (1.19575, -4.35365, 1.38651)
H (-0.02085, -3.19342, 1.90155)
H (0.92310, -4.06957, 3.10481)
H (3.69437, -3.87106, 1.84688)
H (3.32710, -3.51754, 3.52843)
H (4.19742, -2.33872, 2.55810)
C (-0.30645, -3.37394, -3.36767)
C (-0.29529, -2.42802, -2.22294)
O (-0.68400, -2.76471, -1.05706)
O (0.08697, -1.22609, -2.33821)
H (-0.32194, -4.40139, -3.01468)
H (0.55232, -3.18905, -4.00980)
H (-1.20888, -3.18951, -3.95480)
Cl (-2.49358, -2.13150, 1.03843)
C (-2.44162, -1.35442, 2.65507)
Cl (-2.43321, -2.61009, 3.87725)
Cl (-3.85232, -0.31290, 2.83446)
C (-1.15552, -0.47348, 2.79515)
O (-0.90817, -0.00249, 3.86553)
O (-0.45217, -0.33232, 1.71176)

## Properties
HOMO energy (alpha / beta) ... -10.42 / -10.48 eV
Charge ... +1
Kohn-Sham gap (alpha / beta) ... 7.369 / 7.046 eV
2S+1 ... 3
Energy above the lowest of the compared OMol25 structures with the same formula, charge and spin ... 27.6 kJ/mol
<S²> ... 2.016
Total energy ... -3654.99830 Ha